Record 1
ORCA calculation (ωB97M-V/def2-TZVPD) on a structure of composition C24H28O14S3Zn.

XYZ file:
```
70
Properties=species:S:1:pos:R:3:forces:R:3:nbo_charge:R:1
Zn -0.2328 -0.6014 0.7563 -2.0 -0.5 1.7 1.734
C -1.7027 -0.7033 4.5535 -1.2 1.7 4.9 -0.428
C -1.8118 0.3326 5.6266 -0.4 0.1 -1.4 0.442
C -1.2686 1.7445 5.2407 0.3 2.7 -0.3 0.427
O -1.4543 2.7655 5.9374 -0.1 -1.7 0.2 -0.623
C -0.6213 1.9490 3.9681 -0.2 -0.6 1.5 -0.478
C -0.4855 0.9027 3.1367 0.9 0.7 -2.5 0.367
C -1.0775 -0.4193 3.4251 0.3 -3.6 -2.7 0.317
O -0.9962 -1.4200 2.5427 0.7 2.7 0.1 -0.833
O 0.1030 1.0510 1.9827 -0.1 -0.8 0.1 -0.868
O -2.4107 0.2664 6.6882 0.2 -0.7 0.1 -0.595
H -2.1674 -1.6451 4.8055 0.1 -0.2 -0.4 0.205
H -0.1805 2.8991 3.7045 -0.2 0.1 0.1 0.202
C -0.0943 -2.4848 -2.6440 -2.2 1.1 4.3 -0.534
C -1.1500 -2.3471 -1.6222 1.6 -0.4 -1.1 0.468
C -2.6128 -2.7679 -2.0179 -1.4 -0.6 -1.0 0.402
O -3.4705 -3.0182 -1.1566 1.0 0.5 0.2 -0.639
C -2.9112 -2.9074 -3.4341 0.5 0.5 4.2 -0.525
C -1.8932 -2.8939 -4.3172 -0.4 -0.5 -4.7 0.355
C -0.4039 -2.7092 -3.9430 2.4 -1.1 -3.3 0.407
O 0.5965 -2.8538 -4.7679 -2.9 0.5 0.9 -0.717
O -2.2620 -3.1026 -5.5318 1.9 0.3 0.5 -0.728
O -0.9268 -2.0057 -0.4272 -0.4 -0.7 -0.8 -0.814
H 0.9415 -2.4091 -2.3479 0.1 0.1 0.1 0.196
H -3.8670 -3.2934 -3.7564 -0.1 0.2 0.1 0.205
C -4.1860 2.9650 -1.9093 0.5 -1.1 -0.8 -0.409
C -3.3769 2.1260 -2.9749 -0.9 -1.0 0.5 -0.415
C -3.3707 0.6280 -2.5130 1.5 0.8 0.9 -0.621
S -3.2549 0.7214 -0.5943 -4.2 -1.1 -2.5 2.121
O -2.0187 0.4058 0.0205 1.2 0.7 0.4 -0.968
O -4.4246 -0.0795 -0.2101 1.2 1.7 0.1 -0.918
C -3.5963 2.5614 -0.5689 1.2 -0.6 0.0 -0.637
H -5.2314 2.6818 -2.0320 -0.1 0.2 0.2 0.209
H -4.0428 4.0340 -2.0668 -0.2 0.0 0.0 0.207
H -2.3320 2.4193 -3.0764 0.0 0.3 0.4 0.218
H -3.7917 2.1742 -3.9817 -0.3 0.2 0.1 0.214
H -2.5136 0.1432 -2.9804 0.3 -0.1 0.5 0.258
H -4.1755 -0.0860 -2.6880 -0.5 0.7 0.1 0.271
H -2.5759 2.9418 -0.6160 0.2 0.1 0.4 0.236
H -4.0457 2.8934 0.3670 -0.3 -0.3 -0.2 0.248
C 3.5074 -1.9731 4.1940 -0.1 1.3 -0.8 -0.409
C 3.9355 -0.7003 3.3539 -1.9 1.0 -0.9 -0.412
C 4.0496 -1.1349 1.9003 0.9 -2.4 0.0 -0.640
S 2.6962 -2.3346 1.5205 0.0 1.2 0.3 2.112
O 3.2311 -3.3693 0.6251 -1.0 1.2 1.3 -0.902
O 1.5045 -1.5383 1.1457 3.4 -2.4 1.1 -0.960
C 2.6309 -2.8872 3.3076 0.3 -1.0 -0.4 -0.642
H 2.9443 -1.6422 5.0667 0.0 0.0 -0.1 0.240
H 4.3990 -2.4707 4.5758 0.0 -0.2 -0.3 0.203
H 4.8419 -0.1810 3.6652 0.0 -0.4 0.2 0.215
H 3.1453 0.0481 3.2942 -0.3 0.1 1.0 0.236
H 4.9490 -1.7363 2.0322 0.1 -0.7 -1.1 0.212
H 4.1582 -0.5965 0.9588 -0.1 0.9 0.6 0.248
H 3.0624 -3.8860 3.2429 0.2 0.0 -0.1 0.236
H 1.6261 -3.0900 3.6783 -0.2 0.7 -0.3 0.281
C 3.1286 2.8294 -2.2485 -0.2 0.5 -0.7 -0.420
C 3.1839 1.6471 -3.2304 -0.5 -2.6 1.4 -0.428
C 1.8058 0.8764 -3.1956 -0.1 0.8 1.6 -0.593
S 1.0602 1.3420 -1.4679 -0.4 -1.8 -0.9 2.121
O 0.9117 0.1300 -0.6417 1.4 2.1 -2.2 -0.999
O -0.1135 2.1817 -1.6185 0.9 0.0 -0.2 -0.933
C 2.4609 2.3265 -0.8771 -0.5 0.5 -2.5 -0.648
H 2.7002 3.5825 -2.9100 -1.2 0.7 1.2 0.222
H 4.0982 3.2804 -2.0375 0.3 -0.5 0.1 0.215
H 3.9582 1.0423 -2.7585 -0.1 -0.9 -0.3 0.197
H 3.4460 1.6503 -4.2884 0.2 1.3 0.1 0.237
H 1.7983 -0.2097 -3.2877 0.4 -0.1 0.4 0.291
H 1.0873 1.1909 -3.9525 0.0 0.5 0.2 0.242
H 3.1585 1.6879 -0.3352 -0.2 0.2 0.1 0.244
H 1.9308 3.0763 -0.2898 0.6 0.1 0.2 0.274
```
Positions in Å, forces in eV/Å.

Computed properties:
* relative energy (zero: lowest compared OMol25 entry of this formula, charge and spin): 93.4 kcal per mole
* charge: -2

Record 2
ORCA calculation (ωB97M-V/def2-TZVPD) on a cluster of 3 separate species, C24H28O7S2 in total.

XYZ file:
```
61
Properties=species:S:1:pos:R:3:forces:R:3:nbo_charge:R:1
C -0.9024 -4.9761 -2.8980 0.6 0.9 0.6 -0.633
C 0.2970 -4.3391 -2.0750 -0.4 -1.5 -1.9 -0.082
O -0.0258 -2.9395 -1.9017 0.2 -0.5 1.8 -0.525
C -0.1882 -2.5788 -0.5858 0.3 1.7 2.2 0.427
C -0.9135 -3.3314 0.4312 0.5 1.4 0.8 -0.307
C -1.0455 -2.8237 1.8032 0.9 1.4 -0.9 -0.181
C -0.4802 -1.5411 2.2244 0.6 -0.7 -2.7 -0.208
C 0.2358 -0.7774 1.2025 -0.5 -1.1 -0.6 -0.095
C 0.3907 -1.2836 -0.1735 -0.7 -0.2 1.1 -0.197
C 1.1971 -0.3713 -1.1626 -0.8 0.2 0.8 0.562
O 2.0212 -0.8066 -1.9252 -0.5 0.3 0.1 -0.489
C 0.8637 1.1547 -1.0269 -0.2 0.8 0.5 -0.101
C 0.7451 2.0160 -2.1852 -0.3 1.3 2.2 -0.193
C 0.3839 3.4233 -1.9393 0.1 -1.1 1.4 -0.199
C 0.1581 3.9279 -0.5845 0.6 -2.0 0.0 -0.207
C 0.3240 3.0528 0.5868 0.3 -0.9 -2.1 -0.174
C 0.6762 1.6667 0.3469 -0.2 0.4 -1.3 -0.126
C 0.8506 0.6310 1.5101 -0.6 -0.2 -1.3 0.572
O 1.4208 0.9052 2.5385 -0.6 -0.2 -0.3 -0.522
H -1.8604 -4.7044 -2.3747 0.8 -0.6 -0.6 0.205
H -0.9134 -4.4478 -3.8877 -0.1 -0.8 1.0 0.241
H -0.7902 -6.0823 -3.0297 -0.1 1.0 0.1 0.217
H 1.2011 -4.4256 -2.7444 -0.7 0.5 0.9 0.195
H 0.5276 -4.8885 -1.1303 -0.3 0.8 -0.5 0.188
H -1.4018 -4.2995 0.1861 0.5 0.9 0.1 0.237
H -1.6195 -3.3875 2.5730 0.5 0.3 -0.9 0.228
H -0.5593 -1.1185 3.2481 0.0 -0.6 -0.9 0.239
H 0.9160 1.6473 -3.2248 -0.1 0.3 1.2 0.242
H 0.2763 4.1261 -2.8032 0.1 -0.8 0.9 0.227
H -0.1409 4.9838 -0.4075 0.3 -0.9 -0.3 0.229
H 0.1573 3.4001 1.6358 0.2 -0.2 -1.2 0.237
C 1.8304 2.9726 6.1352 0.0 0.0 -0.1 -0.405
C 2.8089 2.4489 5.0796 -0.1 -0.1 0.0 -0.410
C 4.0028 3.4081 5.0455 -0.1 -0.3 -0.4 -0.679
S 4.1184 4.1240 6.6847 0.0 -0.2 0.0 2.171
O 3.8417 5.5369 6.5907 0.2 0.0 0.1 -0.944
O 5.2957 3.6163 7.3457 0.0 0.3 0.0 -0.941
C 2.6782 3.3080 7.3568 -0.4 -0.1 0.1 -0.676
H 1.0596 2.2381 6.3724 0.0 0.0 0.0 0.223
H 1.3354 3.8750 5.7643 0.0 0.0 0.1 0.211
H 3.1480 1.4485 5.3623 0.0 0.1 0.0 0.208
H 2.3406 2.3695 4.0997 0.1 0.0 0.1 0.249
H 4.9312 2.8883 4.8138 0.0 0.2 0.1 0.253
H 3.8442 4.2191 4.3347 0.0 0.1 0.1 0.245
H 2.1749 3.9668 8.0626 0.2 0.1 0.0 0.253
H 3.0150 2.4019 7.8627 0.1 0.1 0.0 0.239
C -3.3410 -0.3301 -5.6352 -0.1 0.1 0.1 -0.406
C -2.5593 -0.3998 -4.3189 0.1 0.1 -0.1 -0.403
C -3.0980 -1.5951 -3.5280 0.2 0.3 0.3 -0.688
S -3.7090 -2.7648 -4.7417 0.2 0.1 -0.1 2.176
O -5.1383 -2.8810 -4.5910 0.1 -0.2 0.0 -0.939
O -2.8438 -3.9197 -4.7657 -0.6 0.0 -0.2 -0.950
C -3.3696 -1.7551 -6.1757 0.0 0.3 -0.3 -0.676
H -2.8791 0.3577 -6.3447 0.0 0.0 0.0 0.225
H -4.3598 0.0173 -5.4417 0.0 0.0 -0.1 0.216
H -1.4971 -0.5490 -4.5337 0.0 0.0 0.0 0.211
H -2.6502 0.5241 -3.7457 0.0 -0.1 0.0 0.226
H -2.3180 -2.0689 -2.9317 -0.1 -0.1 0.0 0.261
H -3.9324 -1.3082 -2.8878 0.0 -0.1 -0.1 0.248
H -4.1377 -1.9142 -6.9307 0.0 -0.2 0.1 0.257
H -2.3931 -2.0476 -6.5652 -0.1 -0.1 0.1 0.239
```
Positions in Å, forces in eV/Å.

Computed properties:
* SMILES: CCOc1cccc2c1C(=O)c1ccccc1C2=O.O=S1(=O)CCCC1.O=S1(=O)CCCC1

no.,lowest unoccupied orbital energy (eV)
1,3.229
2,-0.899